Formula: C2H4FNO2
Source: the OMol25 dataset
Level of theory: the ωB97M-V functional and the def2-TZVPD basis

Element x y z (Å)
1 C 0.17116 0.19238 0.51695
2 C -0.15155 0.10125 -0.93271
3 N -0.02277 1.10381 -1.97581
4 O 0.52092 2.16437 -1.67410
5 O -0.32435 0.74688 -3.08247
6 F -2.11935 0.46985 -1.15755
7 H 0.41660 1.28287 0.91896
8 H 0.94299 -0.49734 0.62623
9 H -0.79590 -0.07807 0.97705
10 H -0.20627 -0.98292 -1.36919

Results
* orbital gap: 9.6 eV
* E_HOMO: -11.654 eV
* energy relative to the best compared isomer or geometry (same formula, charge and spin): 141.0 kcal/mol
* E_tot: -383.49482 Eh

Atom charges from the Löwdin analysis, given in e for atoms 1 to 2: -0.031 0.027